1.
Below is 9 unconnected molecules or ions with the total composition C10H42B2BrN16O11PSSi, with properties calculated with ωB97M-V/def2-TZVPD.

Summary:
charge: 0
SMILES: COB(O)[Si@@](Br)([PH2]=S)B(C)O.NC(N)=O.NC(N)=O.NC(N)=O.NC(N)=O.NC(N)=O.NC(N)=O.NC(N)=O.NC(N)=O
HOMO level: -8.52 eV

XYZ file:
```
85
Properties=species:S:1:pos:R:3:lowdin_charge:R:1
C 2.18552 3.28419 -1.21628 -0.07
O 3.01964 2.13286 -1.24007 -0.05
B 2.49275 0.87553 -1.37191 -0.78
O 1.29924 0.57417 -0.82521 0.11
Si 3.58982 -0.41259 -2.50818 0.24
Br 5.74939 0.19700 -2.41927 0.35
P 3.43786 -2.52283 -1.73518 0.25
S 1.58355 -2.80607 -1.13412 0.19
B 2.93808 -0.45618 -4.44355 -0.61
C 3.76386 0.05535 -5.66241 -0.05
O 1.68151 -0.94637 -4.68142 0.07
H 1.79647 3.53105 -2.21327 0.10
H 2.79298 4.12837 -0.86555 0.08
H 1.33619 3.17436 -0.52880 0.09
H 1.10551 -0.38378 -0.78371 0.00
H 4.44792 -2.76772 -0.79467 -0.05
H 3.81423 -3.36940 -2.78659 -0.04
H 4.78560 0.36013 -5.40135 0.04
H 3.82281 -0.75504 -6.40770 0.08
H 3.26853 0.91522 -6.14176 0.07
H 1.30949 -1.44230 -3.93068 0.08
N -1.33862 -1.75405 0.38408 0.17
C -1.86365 -2.24243 1.54237 -0.65
N -3.05290 -1.71086 1.93475 0.16
O -1.28205 -3.10134 2.19382 0.00
H -1.77276 -1.02996 -0.15744 0.10
H -0.47380 -2.14600 0.07167 -0.02
H -3.48266 -2.04424 2.78694 0.06
H -3.52874 -1.00568 1.40352 0.09
N 1.07343 -2.21427 3.24540 0.17
C 2.01804 -1.34610 2.78983 -0.68
N 2.91570 -0.90069 3.72822 0.14
O 2.07039 -0.96195 1.63579 0.00
H 1.04939 -2.53018 4.19706 0.10
H 0.37822 -2.58167 2.60749 0.04
H 3.62588 -0.25149 3.43614 0.10
H 2.90650 -1.19462 4.68789 0.10
N 0.20777 -3.07352 -6.55632 0.16
C 0.75000 -4.32675 -6.61131 -0.69
N -0.09621 -5.28150 -7.08931 0.15
O 1.89424 -4.56120 -6.25612 0.01
H -0.74291 -2.89366 -6.83022 0.06
H 0.79873 -2.33832 -6.20961 0.07
H 0.24311 -6.22422 -7.13671 0.10
H -1.03124 -5.05757 -7.38665 0.06
N -2.49492 -2.12772 -9.40440 0.16
C -3.14787 -2.85750 -8.46001 -0.66
N -4.48837 -2.65273 -8.36197 0.16
O -2.56160 -3.65300 -7.73885 0.01
H -2.95198 -1.46953 -10.00733 0.10
H -1.50469 -2.27259 -9.49682 0.11
H -4.98463 -3.18475 -7.66987 0.11
H -4.99227 -2.00904 -8.94264 0.10
N 2.70823 3.90342 4.97321 0.15
C 2.78022 2.54726 4.80839 -0.69
N 1.61869 1.93511 4.44828 0.16
O 3.82198 1.93297 4.97259 0.01
H 1.86626 4.43183 4.84276 0.09
H 3.54807 4.37775 5.25004 0.10
H 1.65619 0.93614 4.32133 0.07
H 0.75698 2.42461 4.29859 0.09
N 5.10279 5.40222 1.71854 0.15
C 5.66345 6.45766 1.05386 -0.69
N 5.86521 6.26254 -0.28638 0.15
O 5.96096 7.49635 1.61190 0.02
H 4.85627 4.53441 1.27925 0.09
H 4.94847 5.51021 2.70373 0.09
H 6.28162 7.01479 -0.80370 0.10
H 5.62974 5.41182 -0.76271 0.09
N -5.63485 -1.54444 6.31921 0.16
C -4.77475 -1.35434 5.28569 -0.68
N -3.80563 -0.41522 5.50572 0.16
O -4.86237 -1.96089 4.22979 0.02
H -5.57341 -1.03875 7.18799 0.09
H -6.36587 -2.22287 6.20181 0.11
H -3.14108 -0.25668 4.76873 0.10
H -3.70548 0.07676 6.37527 0.10
N -6.87762 1.48480 5.90204 0.16
C -7.22289 1.74420 7.19233 -0.69
N -8.21174 2.66062 7.38697 0.15
O -6.66532 1.17240 8.11829 0.01
H -7.28647 1.90909 5.09109 0.10
H -6.14372 0.80736 5.79493 0.06
H -8.47585 2.85693 8.33540 0.11
H -8.67855 3.13510 6.63733 0.09
```

2.
Below is 2 unconnected molecules or ions with the total composition C10H4F3N4O9S at a distorted geometry, with properties calculated with ωB97M-V/def2-TZVPD.

Summary:
charge: -1
HOMO level: -6.06 eV

XYZ file:
```
31
Properties=species:S:1:pos:R:3:nbo_charge:R:1
C 1.86373 1.23395 -0.31416 -0.18
C 1.61161 -0.03876 -1.12511 0.63
O 1.54260 -0.05677 -2.35800 -0.68
N 1.49411 -1.06640 -0.25613 -0.72
C 1.56569 -0.57927 1.02650 0.86
O 1.49939 -1.19157 2.06643 -0.64
O 1.75201 0.83056 1.04406 -0.53
H 2.87239 1.61266 -0.55132 0.19
H 1.12036 1.99859 -0.57916 0.19
O -2.37549 -1.94591 -1.63812 -0.90
S -1.54863 -2.85229 -0.88594 2.09
O -1.35960 -2.74651 0.53976 -0.88
C -2.34053 -4.56403 -1.15143 0.74
F -3.56891 -4.53617 -0.59933 -0.31
F -2.45335 -4.83588 -2.46901 -0.32
F -1.60972 -5.53066 -0.55897 -0.31
C 0.04712 -2.95871 -1.70261 -0.41
C 1.18783 -3.32463 -0.95223 0.01
C 2.32007 -3.70503 -1.67750 0.01
N 3.48247 -4.35537 -1.26650 0.41
O 3.87720 -4.79349 -0.20407 -0.36
O 4.26388 -4.53439 -2.45822 -0.15
N 3.61273 -4.03373 -3.55281 -0.09
C 2.42811 -3.55210 -3.07301 0.12
C 1.29078 -3.03936 -3.80002 -0.03
N 1.34440 -2.74079 -5.21827 0.51
O 2.38276 -2.95502 -5.87698 -0.37
O 0.31123 -2.24941 -5.73207 -0.41
C 0.11542 -2.74824 -3.08485 -0.05
H 1.20718 -3.40638 0.13234 0.29
H -0.76435 -2.38075 -3.61177 0.28
```

3.
Below is 18 unconnected molecules or ions with the total composition C10H57BN3O23PS at a distorted geometry, with properties calculated with ωB97M-V/def2-TZVPD.

Summary:
charge: 0
HOMO level: -8.40 eV

XYZ file:
```
96
Properties=species:S:1:pos:R:3:lowdin_charge:R:1
C 0.84017 -0.64824 4.10813 -0.03
O -0.11191 -0.76819 3.03674 0.01
B 0.34855 -0.42887 1.78392 -0.59
O 1.51697 -0.97859 1.31532 0.20
C -0.31937 0.80195 0.96325 -0.18
C -1.42141 1.49031 1.75523 -0.04
C -2.78629 0.76673 1.67743 -0.64
N -2.56305 -0.67446 1.70736 0.13
N -3.44498 1.05605 0.43308 0.10
N -3.64359 1.18231 2.81447 0.09
O 0.90989 1.69876 1.00868 0.06
C 1.62887 1.45687 -0.09325 -0.64
O 2.66035 2.02438 -0.34371 0.14
O 1.02060 0.56006 -0.87569 0.04
C -0.42133 0.69844 -0.57432 -0.41
C -1.21433 -0.39791 -1.24583 -0.17
C -0.56429 -1.77992 -1.27229 -0.16
C -1.56248 -2.79558 -1.84584 -0.18
C -2.69002 -3.20750 -0.89321 -0.24
O -3.82432 -2.32903 -0.97050 -0.10
P -0.83142 2.36531 -1.40371 0.51
S -2.48974 2.55738 -2.41044 0.17
H 0.32253 -0.20140 4.96208 0.10
H 1.68192 -0.00592 3.83483 0.10
H 1.21763 -1.62356 4.41669 0.07
H 1.68600 -1.84830 1.69779 0.13
H -1.10376 1.52588 2.80077 0.12
H -1.55665 2.53318 1.43976 0.12
H -2.27373 -0.94883 2.64037 0.08
H -3.46114 -1.12549 1.54314 0.09
H -4.34650 0.58387 0.41974 0.05
H -3.59281 2.04945 0.29569 0.04
H -3.12273 1.11109 3.68389 0.04
H -3.90112 2.15782 2.69714 0.07
H -1.40013 -0.08234 -2.28187 0.08
H -2.19112 -0.45860 -0.76902 0.09
H -0.27475 -2.09494 -0.26556 0.11
H 0.31427 -1.79605 -1.92632 0.10
H -1.00335 -3.70617 -2.08883 0.09
H -1.97745 -2.40126 -2.78090 0.10
H -3.02573 -4.22358 -1.13035 0.10
H -2.32492 -3.17971 0.14082 0.11
H -3.73190 -1.79880 -1.76998 0.03
H 0.26160 2.54613 -2.25095 -0.03
H -0.64804 3.34722 -0.42220 0.00
O -4.48428 -0.79423 -3.61180 -0.05
H -4.31717 -0.01476 -4.14992 0.04
H -5.43442 -0.93555 -3.65426 0.04
O -2.22708 2.20820 5.53714 -0.05
H -1.63335 2.89125 5.86373 0.04
H -2.93952 2.17472 6.18320 0.04
O -0.52355 -1.10860 -4.45352 -0.04
H 0.06164 -0.35415 -4.31644 0.03
H -0.69558 -1.10416 -5.40045 0.06
O -0.77607 -5.86500 -0.85612 -0.05
H -1.22520 -6.69627 -1.04978 0.04
H -0.03743 -6.10875 -0.29004 0.05
O 2.52046 -1.07058 -4.09574 -0.05
H 2.01088 -1.83454 -3.80425 0.06
H 3.28944 -1.03243 -3.51331 0.08
O -4.08833 4.67126 0.63432 -0.07
H -3.56908 4.68338 -0.17904 0.01
H -4.91304 5.10741 0.40177 0.04
O 4.65303 -0.68154 -6.03241 -0.07
H 3.75712 -0.70981 -5.67389 -0.01
H 4.72701 0.17995 -6.45288 0.03
O 2.20482 1.73616 -4.52067 -0.06
H 1.91532 2.13808 -3.69596 -0.01
H 2.10323 0.78557 -4.38186 -0.02
O 2.50567 4.07482 2.61675 -0.05
H 2.91814 3.37007 3.12962 0.05
H 2.14896 3.61679 1.84351 0.03
O 4.98605 5.08951 1.47572 -0.07
H 4.92740 5.84393 0.88376 0.03
H 4.07981 4.93611 1.78422 -0.01
O 1.22151 4.42329 -3.15118 -0.06
H 2.06795 4.51468 -2.69860 0.05
H 1.04131 5.30188 -3.49889 0.05
O 2.17943 -3.75138 4.76967 -0.05
H 1.84728 -4.56387 5.16192 0.04
H 3.08108 -3.96295 4.50248 0.00
O -6.21789 -0.22632 0.32367 -0.05
H -6.58814 -1.03660 -0.03903 0.04
H -6.94670 0.21792 0.76662 0.05
O 5.34512 -4.17831 4.37118 -0.05
H 6.25397 -4.22428 4.68293 0.04
H 5.21974 -3.24405 4.16933 0.04
O 4.60040 1.10332 1.82285 -0.05
H 4.95657 1.95937 1.56095 0.02
H 3.80075 1.02627 1.28797 0.00
O 7.89227 2.91761 1.01259 -0.06
H 7.21790 2.30364 0.70668 0.02
H 7.39557 3.68841 1.31185 0.02
O -1.09248 -7.08162 -3.35583 -0.06
H -0.53364 -6.31482 -3.19016 0.02
H -1.27190 -7.07897 -4.29994 0.04
```